# 1
72
Properties=species:S:1:pos:R:3:forces:R:3 method="wB97M-V/def2-TZVPD" total_charge=+1 s_squared=9.203 homo_lumo_gap_ev="5.99 / 5.97" fmax_ev_per_a=1.1 spin_multiplicity=6 e_tot_ev=-79742.17943
Sm -1.68581 -1.91098 -0.00848 0.1 -0.1 0.4
C -0.99305 3.66054 1.74605 0.0 0.0 -0.1
C -1.82769 3.60008 0.49670 -0.1 -0.1 0.1
C -2.05753 4.76105 -0.23701 0.0 0.0 0.1
C -2.84508 4.76170 -1.37609 0.0 0.0 0.0
C -3.43410 3.58658 -1.81859 0.0 0.0 0.0
C -3.20584 2.41836 -1.11685 0.1 0.0 0.1
C -2.41060 2.41227 0.03474 0.0 -0.2 -0.3
P -2.21103 0.76079 0.76138 0.2 0.5 0.7
C -0.45088 0.61538 1.32395 -0.2 -0.2 -0.2
C 0.41688 0.61715 0.21377 -0.1 0.2 0.1
C 1.76905 0.37806 0.35146 0.1 0.0 0.0
C 2.27511 0.07187 1.60759 0.0 0.0 0.0
C 1.43507 0.08131 2.70425 -0.1 0.0 0.0
C 0.07314 0.37364 2.60176 0.0 0.0 0.0
C -0.71138 0.47442 3.88277 0.0 -0.1 -0.1
C -3.41426 0.59885 2.10224 -0.2 -0.1 -0.2
C -4.14536 1.70930 2.52808 0.1 0.0 0.0
C -5.21643 1.55575 3.38781 -0.1 0.0 0.1
C -5.58403 0.27827 3.78980 0.0 0.0 0.0
C -4.86748 -0.82557 3.36366 0.1 -0.1 0.0
C -3.74877 -0.70512 2.53334 0.0 0.2 0.0
C -2.93965 -1.90589 2.17279 0.2 0.3 -0.3
H -1.02710 4.65887 2.17963 0.0 0.0 0.0
H 0.04978 3.42699 1.51872 0.0 0.0 0.1
H -1.34094 2.94667 2.49037 0.0 0.0 0.1
H -1.61001 5.68650 0.10532 0.0 0.0 0.0
H -3.00755 5.68645 -1.91413 0.0 0.0 0.0
H -4.05741 3.58572 -2.70278 0.0 0.0 0.0
H -3.65345 1.48757 -1.44784 0.0 0.0 -0.1
H 0.01447 0.89446 -0.75783 0.0 -0.1 -0.1
H 2.42087 0.42403 -0.51204 0.0 0.0 0.0
H 3.32484 -0.16075 1.73022 0.0 0.0 0.0
H 1.83622 -0.13090 3.68848 0.0 0.0 0.0
H -0.18945 1.14495 4.56705 0.0 0.0 0.0
H -0.78319 -0.49672 4.37699 0.0 0.0 0.0
H -1.71425 0.85510 3.73011 0.0 0.0 0.1
H -3.87890 2.69844 2.17593 0.0 0.0 0.0
H -5.77429 2.41696 3.72994 0.0 0.0 0.0
H -6.42817 0.13914 4.45299 0.0 0.0 0.0
H -5.15931 -1.81291 3.70161 0.0 0.0 0.0
H -3.44158 -2.79958 2.54725 0.1 -0.1 -0.1
H -1.96452 -1.84621 2.69905 0.0 0.0 -0.1
S 0.54625 -3.00756 1.01677 -0.3 0.0 -0.1
C 1.54044 -2.82660 -0.39880 -0.3 0.0 -0.2
N 2.82245 -3.21442 -0.28388 0.3 -0.2 0.0
N 3.50883 -3.34493 -1.36508 -0.5 0.2 -0.1
C 4.89693 -3.48220 -1.39821 0.7 -0.1 0.1
C 5.66617 -3.44708 -0.23687 -0.2 0.0 0.0
C 7.04242 -3.52985 -0.33771 0.1 0.0 -0.1
C 7.65296 -3.65455 -1.57962 0.0 0.0 0.0
C 6.87903 -3.71195 -2.73122 0.1 0.0 0.0
C 5.50222 -3.62868 -2.64609 -0.2 0.0 0.1
N 1.21480 -2.25935 -1.56687 0.1 0.3 -0.5
N 0.04190 -1.74211 -1.77157 0.5 -0.6 0.7
C -0.01436 -0.84001 -2.84674 -0.2 0.2 -0.4
C 1.10943 -0.37099 -3.53478 -0.1 0.0 0.2
C 0.95969 0.57122 -4.53651 -0.1 0.0 0.0
C -0.29767 1.06104 -4.86755 0.0 0.0 0.0
C -1.41627 0.59970 -4.18894 -0.1 0.1 -0.1
C -1.27612 -0.33991 -3.18565 0.2 -0.2 0.1
H 3.02656 -3.19441 -2.25042 0.0 0.0 0.0
H 5.17354 -3.36292 0.72208 0.0 0.1 0.0
H 7.64927 -3.49084 0.55664 0.0 0.0 0.0
H 8.73044 -3.71051 -1.65237 0.0 0.0 0.0
H 7.35308 -3.82202 -3.69693 0.0 0.0 0.0
H 4.89024 -3.68994 -3.53922 0.0 0.1 0.0
H 2.08863 -0.73085 -3.25767 0.0 0.0 0.0
H 1.83134 0.93784 -5.06242 0.0 0.0 0.0
H -0.40562 1.79865 -5.65084 0.0 0.0 0.0
H -2.39712 0.97556 -4.44910 0.0 0.0 0.0
H -2.15581 -0.71493 -2.66462 -0.1 0.0 -0.1

---

# 2
76
Properties=species:S:1:pos:R:3:forces:R:3 method="wB97M-V/def2-TZVPD" de_lowest_ev=4.8539 total_charge=+3 s_squared=3.810 homo_lumo_gap_ev="4.80 / 3.43" fmax_ev_per_a=5.1 spin_multiplicity=4 e_tot_ev=-83228.76340
C -3.33215 -0.92151 -3.90421 -0.2 0.5 -0.2
C -2.43474 -0.74520 -2.67628 -0.1 0.5 -0.2
C -1.65456 0.57840 -2.72527 0.0 0.2 -0.3
C -3.11901 -0.85746 -1.23594 -0.1 -0.9 -1.8
C -3.77091 0.41601 -0.67949 0.8 0.1 -0.1
C -4.26408 -1.85447 -1.34390 -1.1 -1.0 -0.5
O -1.95744 -1.28467 -0.47111 2.1 0.0 -0.8
B -0.84037 -1.53108 -1.40577 -1.2 -1.4 1.3
C 0.83089 -1.59322 -0.95550 1.2 -0.3 -0.6
C 1.62253 -1.28397 -2.07952 -0.4 0.4 -0.5
C 3.02929 -1.30276 -2.14920 0.2 -0.1 -0.5
C 3.84303 -1.48703 -1.03250 -0.8 0.4 -0.4
C 5.36653 -1.63658 -1.06656 1.4 0.1 -0.2
F 5.91159 -1.50959 0.18787 -0.8 -0.1 -1.2
F 5.74955 -2.84763 -1.55508 -0.7 1.3 0.5
F 5.98409 -0.67875 -1.84396 -1.0 -0.9 0.7
C 3.13710 -1.52038 0.16399 -0.1 -0.6 -0.1
C 1.74812 -1.75943 0.17127 -0.4 0.2 0.2
C -0.71248 -3.82999 3.00683 -0.6 -3.4 -3.5
C 0.50312 -4.60254 2.72420 0.1 1.7 1.0
C -0.04022 -4.13302 4.15538 2.3 -0.2 0.2
O -1.34076 -1.73587 -2.71163 0.9 0.9 2.6
H -4.16924 -0.20717 -3.79301 0.3 -0.2 -0.2
H -2.74598 -0.61969 -4.78202 -0.2 0.0 0.1
H -3.78834 -1.90603 -4.15495 0.7 0.5 0.7
H -2.33389 1.42838 -2.64336 0.2 0.1 -0.2
H -0.91000 0.63276 -1.89394 -0.6 0.0 -0.4
H -1.07894 0.61454 -3.66007 -0.2 0.1 0.2
H -4.58309 0.74866 -1.36214 0.6 -0.2 0.6
H -4.18422 0.18903 0.32124 0.0 0.1 -0.5
H -3.02551 1.21109 -0.58786 -0.2 0.1 0.1
H -5.21129 -1.29213 -1.42012 0.4 -0.3 0.3
H -4.28978 -2.45244 -2.26541 0.5 0.1 0.3
H -4.39384 -2.60558 -0.56596 0.3 0.3 0.5
H 1.05827 -0.97677 -2.95691 0.4 -0.3 -0.3
H 3.48891 -1.16128 -3.11984 0.0 0.0 -0.1
H 3.74377 -1.36054 1.05873 -0.6 -0.7 0.2
H 1.44701 -2.00712 1.17808 -0.5 0.1 0.0
H -1.57003 -3.62240 2.36046 -0.1 0.8 0.6
H 0.52865 -5.69917 2.61848 -0.4 0.5 -0.5
H 1.33453 -4.03272 2.17428 -1.1 -0.9 0.9
H 0.45338 -3.21292 4.48321 0.0 -0.2 1.1
H -0.33265 -4.96811 4.81959 -0.1 0.8 0.1
O 1.04895 6.61389 -1.07580 2.4 -3.8 0.6
C 1.63682 5.62374 -0.89587 -2.7 4.3 -0.5
Cr 2.42316 3.90881 -0.57265 0.9 0.8 -0.4
C 1.56445 3.99800 1.08316 -2.2 0.6 3.8
O 0.93698 4.03573 2.06800 2.1 -0.3 -3.2
C 4.05946 4.53835 0.27642 3.9 1.5 2.7
O 5.01770 4.87638 0.84464 -3.8 -1.3 -2.4
C 3.01551 2.99528 -2.57090 0.6 0.0 -0.9
C 1.66713 3.33455 -2.50574 -0.3 0.2 0.1
C 0.86549 2.81213 -1.44670 -2.0 -1.2 -0.4
C 1.35795 1.80016 -0.56698 1.0 1.5 0.2
C 0.63280 1.01222 0.40625 -0.8 -0.7 0.6
C 0.13084 0.10477 1.10681 0.7 0.1 -0.1
C -0.48051 -0.82712 1.98976 -0.4 2.2 -1.6
C -1.51373 -0.19579 2.78648 0.5 -1.4 0.5
C -2.01322 -0.92630 3.87146 0.0 0.7 -0.3
C -2.73368 -0.24106 4.83570 1.0 -1.3 -0.2
C -2.97155 1.14121 4.67860 -1.4 1.4 -0.2
C -2.60095 1.84695 3.54212 0.8 -0.3 0.1
C -1.84292 1.17776 2.59753 0.0 1.1 0.3
C 2.77810 1.87254 -0.45425 0.2 -2.8 0.9
C 3.60454 2.31517 -1.51304 0.2 0.2 0.4
H 3.64472 3.34068 -3.39242 -0.3 0.0 0.2
H 1.21922 3.98711 -3.25644 0.1 -0.2 0.3
H -0.18290 3.10091 -1.40353 0.1 -0.3 -0.2
H -0.50739 -1.92003 1.89104 0.6 0.8 -0.3
H -1.68621 -1.95737 3.97240 -0.4 0.3 0.3
H -2.98367 -0.77056 5.74330 -0.4 0.2 0.2
H -3.58739 1.65262 5.41072 0.2 -0.1 0.2
H -2.74819 2.91737 3.43043 -0.3 -0.2 0.2
H -1.35543 1.73555 1.79825 -0.5 -0.3 0.0
H 3.22496 1.37435 0.40493 0.0 -0.1 -0.4
H 4.68213 2.14231 -1.46578 -0.4 0.1 0.0

---

# 3
75
Properties=species:S:1:pos:R:3:forces:R:3 method="wB97M-V/def2-TZVPD" de_lowest_ev=0.0000 total_charge=0 homo_lumo_gap_ev=4.19 fmax_ev_per_a=4.1 spin_multiplicity=1 e_tot_ev=-67083.06348
Ba -0.25283 -0.13250 0.09109 1.1 -0.7 1.6
C 0.35833 -2.23578 -3.05674 1.0 0.2 0.0
C -0.14090 -3.34971 -2.10260 0.0 0.9 -0.5
C -1.57485 -3.17808 -1.65397 -1.2 -1.0 -0.3
C -2.47803 -4.19557 -2.06792 0.0 0.0 0.8
C -3.71202 -4.33417 -1.43950 0.7 0.5 0.3
C -3.99784 -3.45379 -0.37681 -1.0 -1.2 -0.7
C -3.11205 -2.46964 -0.07963 0.9 1.9 -0.3
N -1.97497 -2.22171 -0.81587 -0.1 -1.0 1.3
N 1.20675 -1.18407 -2.39354 0.6 -0.4 0.2
C 1.27626 0.06216 -3.16152 1.0 -0.3 -1.0
C -0.04552 0.69971 -3.53974 0.0 1.7 0.1
C -0.31719 1.26962 -4.83478 1.0 -1.9 1.6
C -1.41130 2.04672 -5.01398 -1.2 0.8 0.6
C -2.25143 2.27846 -3.88967 1.1 0.1 -1.3
C -1.87170 1.79201 -2.66365 -0.2 -0.5 -0.7
N -0.80533 1.00202 -2.48188 0.1 0.1 -0.5
C 2.64395 -1.66765 -2.23167 -0.2 0.9 -0.4
C 3.47856 -0.97015 -1.15227 -0.4 0.4 1.6
C 4.88497 -0.82931 -1.15031 -1.1 -0.3 -0.3
C 5.54697 -0.50739 0.04043 -0.5 -0.9 1.1
C 4.79651 -0.41993 1.25494 1.5 0.5 -2.0
C 3.44511 -0.25630 1.04934 -0.2 -0.5 0.5
N 2.78890 -0.52815 -0.08166 0.1 -0.2 -0.6
H -0.48582 -1.75817 -3.55654 0.0 0.1 0.2
H 0.94933 -2.71868 -3.85475 -0.1 0.2 0.1
H 0.50743 -3.38156 -1.20966 -0.2 -0.2 -0.3
H -0.10908 -4.30463 -2.66802 0.2 0.5 0.6
H -2.12667 -4.93612 -2.77782 -0.1 0.1 0.0
H -4.38858 -5.15979 -1.65752 0.2 0.3 -0.2
H -4.95554 -3.57180 0.14098 0.6 0.1 0.1
H -3.30088 -1.78603 0.78556 0.2 -0.5 -1.0
H 1.86816 -0.15434 -4.07977 -0.3 0.3 0.1
H 1.91955 0.79235 -2.59405 -0.8 -0.5 -0.3
H 0.31771 0.98688 -5.64879 0.4 0.1 -0.3
H -1.58726 2.52837 -5.98802 -0.2 -0.4 0.6
H -3.13227 2.86359 -4.02841 -0.4 0.4 0.2
H -2.48034 2.00621 -1.81330 -0.2 0.1 0.6
H 3.24215 -1.52200 -3.14898 -0.5 -0.1 -0.3
H 2.59496 -2.74304 -2.10439 0.1 -0.1 0.6
H 5.36545 -1.03136 -2.09977 0.5 0.1 0.2
H 6.63483 -0.46087 0.08935 -0.2 0.0 -0.2
H 5.28476 -0.34735 2.24305 -0.5 0.1 -0.7
H 2.84761 0.03875 1.88147 -0.7 0.2 0.5
N -2.03629 1.21814 2.11726 -0.1 0.3 -0.6
C -2.21637 2.55905 1.73642 -0.2 0.4 0.1
C -3.38934 3.30518 1.96558 0.7 -1.1 1.1
C -3.45448 4.66744 1.69263 0.3 0.4 -0.4
C -2.35895 5.33752 1.15774 -1.9 0.9 0.2
C -1.20043 4.65835 0.82115 0.9 -0.9 -0.3
C -0.03316 5.30604 0.25786 -0.7 -1.1 0.4
C 1.10129 4.57691 0.07309 0.1 1.8 0.4
C 1.13538 3.22966 0.37533 -0.6 -2.0 0.4
N 0.10907 2.57347 0.88657 -1.4 0.5 -0.8
C -1.12387 3.23806 1.09575 1.9 0.7 0.1
H -2.79614 0.76386 2.60646 -0.2 0.4 0.0
H -1.15398 1.04735 2.63941 0.4 0.0 0.1
H -4.15202 2.89346 2.65324 0.3 -0.1 -0.9
H -4.39407 5.18726 1.93020 0.7 -0.1 -0.1
H -2.45890 6.42349 1.03551 0.3 -0.5 -0.2
H -0.03160 6.34009 -0.04820 -0.3 0.2 0.3
H 2.00851 5.12923 -0.12104 0.2 -0.2 -0.6
H 2.02427 2.62016 0.11138 -0.5 0.4 0.5
S 0.57051 -2.59096 2.08376 -0.4 0.5 -2.8
C 0.64886 -2.14778 3.70766 -0.3 1.4 3.2
C 0.45344 -3.25868 4.59779 0.6 0.8 -0.6
C 0.55585 -3.11792 5.94157 0.0 1.3 1.8
C 0.82217 -1.83680 6.51984 0.5 -1.6 -0.3
C 1.06083 -0.74426 5.73280 -0.9 -0.3 -1.9
C 0.84524 -0.77860 4.31334 0.2 -4.0 0.6
S 0.92269 0.65669 3.41358 -0.2 1.2 -1.4
H 0.30568 -4.26965 4.22419 -0.1 0.3 -0.4
H 0.43416 -3.97871 6.59616 0.0 0.1 -0.1
H 1.00024 -1.76067 7.57670 -0.1 0.0 0.4
H 1.35559 0.19538 6.14760 0.0 0.5 0.3